Molecular formula: C3H7N2O
Method: DFT, the ωB97M-V functional and the def2-TZVPD basis

Last column: Mulliken charge in e.
Geometry (Å):
1 C 0.1070 1.1958 1.3918  -0.2999
2 C 1.3689 1.3593 0.9267  -0.2181
3 N 1.5518 0.3993 -0.0519  -0.0115
4 C 0.4551 -0.3657 -0.1371  -0.1596
5 N -0.4764 0.2457 0.5833  -0.0018
6 H -0.4615 1.6670 2.1733  0.4102
7 H 2.0651 2.1799 1.0131  0.3851
8 H 2.4746 0.1486 -0.3772  0.2632
9 H 0.1527 -0.9083 -1.0199  0.3752
10 H -1.3874 -0.2093 0.6085  0.2529
11 H -2.0321 -1.1613 -1.9946  0.3441
12 H -1.9178 -2.7035 -1.7843  0.3265
13 O -1.9000 -1.8477 -1.3318  -0.6662

Forces on atoms 1 to 2 (eV/Å):
C -0.7 0.5 -0.4
C -0.1 0.1 -0.4

Values from the calculation:
Charge: +1
Frontier orbital gap (hartree): 0.4057
Maximum force (eV/A): 2.846

---

Molecular formula: HN3P2
Method: DFT, the ωB97M-V functional and the def2-TZVPD basis

Last column: Mulliken charge in e.
Geometry (Å):
1 N 0.7881 1.3375 -0.2104  -0.0902
2 N -0.3853 1.1125 -0.3249  0.0762
3 N 1.7605 -0.2099 0.1272  -0.2912
4 P 0.8145 -1.3991 0.2044  0.1927
5 P -1.1819 -0.2819 -0.5585  -0.0078
6 H -1.7958 -0.5591 0.7621  0.1204

Forces on atoms 1 to 2 (eV/Å):
N -2.1 -0.3 -0.1
N 3.9 2.4 0.9

Values from the calculation:
Frontier orbital gap (hartree): 0.3195
Maximum force (eV/A): 4.686